Here is the molecule C13H12O in a non-equilibrium geometry from OMol25. Energies are from ωB97M-V/def2-TZVPD.

Last column: Löwdin charge in e.
Atoms and positions in Å:
1 O -0.025266 2.234598 0.658198  -0.230
2 C 0.674541 1.777739 -0.701473  -0.124
3 C 1.555107 0.594850 -0.465127  -0.198
4 C 2.911669 0.494635 -0.501080  -0.074
5 C 3.453393 -0.661294 -0.270210  -0.103
6 C 2.723855 -1.523314 0.504605  -0.053
7 C 1.350697 -1.380551 0.818855  0.034
8 C 0.674244 -0.350961 0.052049  -0.123
9 C -0.782064 -0.265727 0.161676  -0.206
10 C -1.622828 0.725789 0.508829  -0.101
11 C -2.975718 0.788266 0.236029  -0.069
12 C -3.695465 -0.388560 -0.233505  -0.069
13 C -2.877432 -1.563702 -0.480562  -0.080
14 C -1.441908 -1.416439 -0.342821  -0.048
15 H 1.079076 2.692603 0.852771  0.237
16 H -0.068173 1.456600 -1.351868  0.086
17 H 1.248832 2.750075 -1.181917  0.166
18 H 3.349246 1.457832 -0.788372  0.134
19 H 4.459096 -0.623161 -0.342526  0.084
20 H 3.248338 -2.377354 0.808496  0.088
21 H 0.833284 -2.259636 1.073638  0.089
22 H -1.288490 1.754362 0.964299  0.098
23 H -3.586930 1.597085 0.648710  0.100
24 H -4.787183 -0.250972 -0.253435  0.089
25 H -3.123154 -2.660038 -1.020069  0.148
26 H -0.850342 -2.398564 -0.398897  0.123

Atoms 1-6, force components in eV/Å:
O 10.8 3.7 -2.1
C 2.3 3.8 0.2
C -4.0 1.3 1.0
C -2.6 5.1 -2.1
C 0.2 -1.4 2.1
C -1.4 -0.9 0.3

As for the structure (SMILES): OCc1ccccc1-c1ccccc1. The total charge is 0. The spin multiplicity is 1. The value obtained for the energy above the lowest of the compared OMol25 structures with the same formula, charge and spin is 425.00 kJ/mol.

***

Here is the molecule C13H12O2 in a non-equilibrium geometry from OMol25. Energies are from ωB97M-V/def2-TZVPD.

Last column: Löwdin charge in e.
Atoms and positions in Å:
1 O 0.469254 1.960641 0.720603  0.086
2 C 0.045871 1.014786 1.591253  -0.255
3 C -0.728821 1.267881 2.795873  0.022
4 C -1.126810 0.238548 3.623253  -0.073
5 C -0.784089 -1.054414 3.241751  -0.115
6 C -0.061106 -1.213667 2.139832  -0.103
7 C 0.373467 -0.238207 1.280940  -0.218
8 C 1.335062 -0.632485 0.176729  -0.053
9 C 0.754933 -0.224453 -1.201909  -0.169
10 C 1.632177 0.307563 -2.147804  -0.070
11 C 1.169152 0.671186 -3.430520  -0.091
12 C -0.207581 0.444257 -3.635178  -0.085
13 C -1.077171 -0.297462 -2.811157  0.002
14 C -0.578328 -0.713435 -1.582646  -0.298
15 O -1.240286 -1.394983 -0.706881  0.108
16 H 0.782811 1.572178 -0.088964  0.064
17 H -1.084587 2.238227 2.678607  0.092
18 H -2.002119 0.370649 4.313953  0.123
19 H -0.948169 -1.878520 3.856905  0.087
20 H 0.452426 -2.187931 2.157967  0.132
21 H 2.274896 -0.191123 0.373162  0.116
22 H 1.212917 -1.754851 0.020180  0.147
23 H 2.774585 0.376847 -2.011911  0.141
24 H 1.812367 1.347332 -3.925091  0.083
25 H -0.470166 0.759560 -4.660035  0.104
26 H -2.104260 -0.547348 -2.998683  0.112
27 H -1.013013 -2.050869 -0.068355  0.109

Atoms 1-6, force components in eV/Å:
O -0.7 2.0 1.5
C -0.6 0.7 1.0
C 1.2 -0.8 -2.8
C -2.3 0.7 -0.4
C -0.5 1.7 1.3
C 2.2 -2.7 -0.2

As for the structure (SMILES): Oc1ccccc1Cc1ccccc1O. The total charge is 0. The spin multiplicity is 1. The value obtained for the energy above the lowest of the compared OMol25 structures with the same formula, charge and spin is 213.73 kJ/mol.

***

Here is a structure of composition C13H13ClN2O2Sn in a non-equilibrium geometry from OMol25. Energies are from ωB97M-V/def2-TZVPD.

Last column: Löwdin charge in e.
Atoms and positions in Å:
1 Cl -0.875360 -3.322210 -2.060582  0.027
2 C 2.289379 -1.998286 0.780221  -0.125
3 C 2.572234 -0.615757 0.731904  -0.119
4 C 2.595679 -0.191801 -0.620391  -0.101
5 H 2.812443 0.010283 1.591570  0.119
6 C 2.311170 -1.308948 -1.456862  -0.390
7 C 2.077802 -2.465779 -0.571286  -0.218
8 H 2.027822 -3.499742 -0.916171  0.129
9 H 2.336884 -2.629971 1.663886  0.126
10 H 2.877633 0.801481 -0.986147  0.130
11 C 2.369920 -1.366207 -2.941792  -0.025
12 Sn -0.097745 -1.521336 -0.627984  0.966
13 C -1.364872 0.016773 -2.307498  -0.070
14 O -2.150654 0.548321 -2.945360  0.146
15 C -1.934661 -2.349181 0.984089  -0.060
16 O -2.821029 -2.836678 1.507901  0.163
17 H 1.905351 -0.485894 -3.411839  0.100
18 H 1.855136 -2.255004 -3.329757  0.086
19 H 3.415117 -1.406355 -3.298478  0.123
20 N 0.575643 2.171674 1.322274  0.304
21 C -0.773112 2.027570 1.336832  -0.293
22 C -1.566224 2.899873 2.120174  0.082
23 C -2.943842 2.766277 2.060419  0.030
24 C -3.477942 1.733086 1.275601  0.059
25 C -2.619641 0.886913 0.570721  -0.086
26 N -1.290095 1.035639 0.581061  0.084
27 H 1.113045 1.723673 0.590802  0.110
28 H 0.988095 2.941033 1.822473  0.150
29 H -1.057184 3.651928 2.720586  0.146
30 H -3.596985 3.445053 2.607989  0.146
31 H -4.546852 1.560360 1.203113  0.144
32 H -3.007155 0.033212 0.002534  0.115

Atoms 1-6, force components in eV/Å:
Cl 0.0 0.6 0.4
C 0.2 -0.8 -1.3
C 0.6 0.1 -0.8
C -0.2 -0.2 0.3
H -0.1 -0.3 -0.2
C 0.2 1.1 -0.1

The total charge is +2. The spin multiplicity is 1. The value obtained for the energy above the lowest of the compared OMol25 structures with the same formula, charge and spin is 0.00 kJ/mol.

***

Here is the molecule C13H13FN2O2 in a non-equilibrium geometry from OMol25. Energies are from ωB97M-V/def2-TZVPD.

Last column: Löwdin charge in e.
Atoms and positions in Å:
1 C -2.033202 0.892527 -2.384589  0.018
2 C -0.690091 1.347522 -1.962767  -0.373
3 N -0.170279 2.518509 -2.162640  0.186
4 C 1.082568 2.471707 -1.618208  -0.245
5 C 2.007123 3.625615 -1.646433  -0.009
6 C 1.262605 1.221347 -1.071400  -0.127
7 C 2.430689 0.631316 -0.417718  -0.409
8 O 3.550964 1.085996 -0.561273  0.079
9 N 2.229501 -0.502299 0.320189  0.143
10 C 1.041753 -1.009869 0.855083  -0.244
11 C 0.058000 -0.173407 1.374675  -0.024
12 C -1.103619 -0.705940 1.901437  -0.027
13 C -1.319568 -2.076300 1.955164  -0.216
14 C -2.565056 -2.676801 2.526140  -0.036
15 C -0.305256 -2.888091 1.458898  -0.230
16 F -0.464180 -4.229530 1.505850  0.068
17 C 0.859744 -2.388211 0.915926  0.063
18 O 0.119686 0.505716 -1.305624  0.099
19 H -1.943339 0.147498 -3.174028  0.090
20 H -2.551853 0.435485 -1.544105  0.086
21 H -2.594832 1.743602 -2.755148  0.088
22 H 2.140167 3.958841 -2.673500  0.088
23 H 2.965405 3.336495 -1.226062  0.072
24 H 1.584159 4.454197 -1.080662  0.086
25 H 3.081881 -0.996326 0.553463  0.161
26 H 0.208127 0.895430 1.373042  0.123
27 H -1.858487 -0.041167 2.294536  0.115
28 H -3.249323 -1.902262 2.860667  0.077
29 H -2.319752 -3.321476 3.369383  0.086
30 H -3.063472 -3.293638 1.779223  0.086
31 H 1.609937 -3.066487 0.540481  0.128

Atoms 1-6, force components in eV/Å:
C 0.1 -0.2 0.1
C 0.1 0.5 -0.1
N -0.6 0.1 -0.2
C 0.4 -1.0 0.6
C 0.1 0.0 0.0
C 0.1 1.2 -0.5

As for the structure (SMILES): Cc1nc(C)c(C(=O)Nc2ccc(C)c(F)c2)o1. The total charge is 0. The spin multiplicity is 1. The value obtained for the energy above the lowest of the compared OMol25 structures with the same formula, charge and spin is 0.00 kJ/mol.

***

Here is a structure of composition C13H13N2O5SW from OMol25. Energies are from ωB97M-V/def2-TZVPD.

Last column: Löwdin charge in e.
Atoms and positions in Å:
1 W -1.224720 -1.897542 0.228889  1.401
2 O -1.165765 -4.786150 2.982286  0.440
3 C -0.578794 -4.543151 2.070258  0.005
4 O -0.764486 -2.325858 1.814632  -0.381
5 C 0.297587 -4.739594 0.887970  -0.061
6 C 1.322096 -3.587014 0.641369  -0.178
7 C 2.508750 -4.128069 -0.124487  -0.052
8 C 1.898586 -4.462101 -1.502584  -0.044
9 C 0.472434 -3.974154 -1.385629  -0.143
10 O 0.603418 -2.791792 -0.409126  -0.209
11 C -0.440527 -4.847171 -0.513689  -0.035
12 C -1.800319 -4.139922 -0.434155  -0.499
13 O -2.522241 -4.228210 0.530577  0.155
14 O -1.891826 -3.026544 -1.205957  -0.139
15 H 0.791876 -5.680969 1.155979  0.203
16 H 1.540284 -2.945591 1.487979  0.175
17 H 3.275822 -3.360570 -0.196532  0.148
18 H 2.945724 -4.987394 0.382571  0.150
19 H 2.411440 -3.941187 -2.306678  0.147
20 H 1.912997 -5.526375 -1.737899  0.153
21 H 0.016008 -3.611232 -2.298216  0.177
22 H -0.518432 -5.900364 -0.783274  0.196
23 C -0.563877 8.283117 1.736327  0.023
24 C -0.605286 7.419456 0.540977  -0.184
25 C -0.809561 7.848929 -0.783339  0.048
26 C -0.841146 6.950227 -1.834067  0.036
27 N -0.665350 5.583289 -1.592637  0.227
28 C -0.519297 5.549193 -0.379519  -0.060
29 S -1.021684 0.169337 0.001051  0.389
30 N -0.437304 6.041758 0.732054  0.266
31 H -0.523132 9.333111 1.459701  0.108
32 H 0.293983 8.021701 2.356197  0.115
33 H -1.463056 8.105989 2.333556  0.123
34 H -0.941513 8.903036 -0.984507  0.150
35 H -0.992704 7.221822 -2.870075  0.151

Atoms 1-6, force components in eV/Å:
W 0.6 0.6 -0.4
O 0.1 0.3 0.4
C -0.1 -0.8 -0.5
O -0.3 0.2 0.3
C 0.0 0.3 0.2
C 0.0 0.0 0.1

The total charge is +3. The spin multiplicity is 1. The value obtained for the energy above the lowest of the compared OMol25 structures with the same formula, charge and spin is 153.54 kJ/mol.

***

Here is the molecule C13H13NO2 in a non-equilibrium geometry from OMol25. Energies are from ωB97M-V/def2-TZVPD.

Last column: Löwdin charge in e.
Atoms and positions in Å:
1 C 3.178017 -1.002578 0.429637  -0.116
2 C 2.722975 0.349781 -0.308543  -0.164
3 C 1.221461 0.698452 -0.030290  -0.077
4 C 0.802071 1.998178 0.511490  0.001
5 C 1.832564 3.160225 0.815078  -0.671
6 O 2.694887 3.398076 -0.060288  -0.047
7 O 1.753481 3.854280 1.898289  -0.080
8 C -0.641109 2.329806 0.798699  0.059
9 C -1.719952 1.364677 0.576666  -0.004
10 C -1.343297 0.047653 0.011535  -0.080
11 C -2.394407 -0.987108 -0.278979  -0.149
12 C -3.910552 -0.723501 -0.020378  -0.054
13 C -1.980845 -2.253349 -0.846286  -0.021
14 N -0.633536 -2.520435 -1.124946  0.053
15 C 0.356172 -1.606081 -0.883911  0.040
16 C 0.097575 -0.267664 -0.295202  -0.044
17 H 2.473590 -1.302445 1.250455  0.080
18 H 3.298612 -1.847578 -0.316304  0.058
19 H 4.195021 -0.887391 0.907603  0.078
20 H 2.966765 0.319219 -1.401969  0.124
21 H 3.343381 1.164269 0.165237  0.108
22 H -0.901102 3.339294 1.192044  0.124
23 H -2.776124 1.626310 0.828641  0.098
24 H -4.470144 -1.659632 0.256222  0.089
25 H -4.378159 -0.358985 -0.985175  0.101
26 H -4.087990 0.101702 0.722608  0.072
27 H -2.726952 -3.043759 -1.104264  0.135
28 H -0.369693 -3.409574 -1.545583  0.163
29 H 1.397290 -1.881840 -1.162087  0.123

Atoms 1-6, force components in eV/Å:
C 0.4 -0.1 -0.4
C 0.0 -0.1 1.5
C -2.1 1.2 0.4
C -0.9 -1.0 -0.1
C 1.4 2.6 1.5
O -0.9 -1.3 -0.3

The total charge is 0. The spin multiplicity is 1. The value obtained for the energy above the lowest of the compared OMol25 structures with the same formula, charge and spin is 304.68 kJ/mol.